Record 1
ORCA calculation (wB97M-V/def2-TZVPD) on C28H25NO8S in the gas phase in a non-equilibrium geometry.

Cartesian coordinates (Å):
C1 -0.352 3.524 3.251
O1 -0.886 4.388 2.255
C2 -0.134 4.662 1.192
O2 0.981 4.239 1.012
C3 -0.856 5.610 0.256
C4 -0.481 5.353 -1.202
C5 -1.133 4.071 -1.744
C6 -0.801 2.866 -0.913
C7 -1.712 2.379 -0.033
C8 -1.448 1.279 0.844
C9 -2.369 0.786 1.723
C10 -2.121 -0.344 2.555
O3 -2.969 -0.892 3.243
C11 -0.672 -0.885 2.614
C12 -0.065 -0.495 3.964
O4 -0.734 -2.317 2.592
C13 -1.076 -2.817 1.405
O5 -1.250 -2.134 0.417
C14 -1.207 -4.265 1.443
C15 -1.540 -5.098 0.406
C16 -1.587 -6.447 0.795
C17 -1.291 -6.616 2.115
S1 -0.951 -5.138 2.910
C18 0.280 -0.439 1.503
O6 1.342 -1.006 1.342
C19 -0.130 0.722 0.715
C20 0.735 1.240 -0.200
N1 0.441 2.279 -1.006
C21 1.500 2.732 -1.893
C22 2.050 1.583 -2.705
C23 3.399 1.275 -2.676
C24 3.927 0.219 -3.416
C25 3.048 -0.515 -4.172
C26 1.683 -0.211 -4.203
C27 1.161 0.832 -3.483
O7 1.044 -1.084 -5.036
C28 2.036 -1.973 -5.503
O8 3.291 -1.587 -4.983
H1 0.493 2.965 2.846
H2 -1.152 2.847 3.549
H3 -0.026 4.120 4.105
H4 -1.929 5.521 0.422
H5 -0.552 6.621 0.537
H6 -0.807 6.195 -1.815
H7 0.606 5.287 -1.262
H8 -2.216 4.201 -1.726
H9 -0.844 3.926 -2.787
H10 -2.687 2.839 0.025
H11 -3.368 1.196 1.754
H12 0.921 -0.945 4.055
H13 -0.710 -0.869 4.755
H14 0.018 0.587 4.038
H15 -1.739 -4.733 -0.585
H16 -1.830 -7.255 0.129
H17 -1.256 -7.535 2.667
H18 1.720 0.808 -0.302
H19 2.292 3.181 -1.285
H20 1.114 3.493 -2.570
H21 4.065 1.865 -2.066
H22 4.977 -0.019 -3.392
H23 0.106 1.050 -3.509
H24 1.799 -2.997 -5.172
H25 2.069 -1.945 -6.603

Values from the calculation:
Relative energy (zero: lowest compared OMol25 entry of this formula, charge and spin), kJ/mol: 0.0
Highest occupied orbital energy, eV: -7.49
DFT total energy, eV: -58147.08517
SMILES: COC(=O)CCCC1=CC2=CC(=O)[C@@](C)(OC(=O)c3cccs3)C(=O)C2=CN1Cc1ccc2c(c1)OCO2
Total charge: 0
Multiplicity: 1
F_max, eV Å⁻¹: 1.30

***

Record 2
ORCA calculation (wB97M-V/def2-TZVPD) on 5 unconnected molecules or ions with the total composition C28H26BrF32N3O6S in a non-equilibrium geometry.

Cartesian coordinates (Å):
N1 3.979 0.632 4.414
C1 2.924 1.062 3.409
N2 2.596 -0.031 2.373
N3 1.569 1.368 4.083
C2 3.333 2.423 2.592
C3 4.913 2.534 2.169
C4 5.336 2.476 0.714
S1 4.171 2.226 -0.731
C5 6.956 2.644 0.335
O1 7.295 3.366 -0.742
C6 8.004 1.920 1.378
Br1 9.656 1.041 0.664
C7 7.618 1.979 2.844
C8 6.176 2.724 3.242
O2 6.082 3.463 4.351
H1 4.748 0.210 3.816
H2 3.588 -0.150 4.991
H3 2.090 0.411 1.559
H4 3.538 -0.355 2.058
H5 1.710 1.901 4.972
H6 0.996 2.003 3.458
H7 3.109 3.335 3.329
H8 2.603 2.565 1.674
H9 4.250 0.821 -0.995
H10 8.346 1.508 3.656
F1 8.341 -2.589 -3.124
C9 8.268 -1.831 -2.008
F2 8.546 -2.662 -0.967
C10 6.899 -1.183 -1.826
F3 5.929 -2.115 -1.627
F4 6.933 -0.436 -0.677
C11 6.468 -0.244 -2.963
O3 5.610 -0.808 -3.962
C12 6.272 -1.538 -4.994
F5 7.602 -1.288 -4.930
F6 5.849 -0.990 -6.165
C13 5.943 -3.036 -4.974
F7 6.243 -3.604 -3.779
F8 6.661 -3.709 -5.914
H11 9.061 -1.078 -2.047
H12 5.859 0.543 -2.502
H13 7.314 0.293 -3.408
H14 4.882 -3.203 -5.168
F9 -0.386 -2.326 0.089
C14 -1.275 -3.337 -0.022
F10 -0.829 -4.123 -1.041
C15 -2.691 -2.846 -0.305
F11 -2.773 -2.231 -1.515
F12 -3.510 -3.942 -0.392
C16 -3.285 -1.921 0.769
O4 -3.190 -0.515 0.520
C17 -1.947 0.087 0.879
F13 -1.237 -0.784 1.637
F14 -2.261 1.123 1.703
C18 -1.161 0.606 -0.332
F15 -0.924 -0.374 -1.239
F16 0.054 1.090 0.043
H15 -1.237 -3.934 0.894
H16 -4.364 -2.118 0.786
H17 -2.947 -2.181 1.780
H18 -1.708 1.405 -0.835
F17 -3.992 5.180 5.196
C19 -4.757 5.101 6.306
F18 -3.894 5.084 7.359
C20 -5.645 3.860 6.322
F19 -4.907 2.720 6.376
F20 -6.380 3.879 7.479
C21 -6.640 3.759 5.156
O5 -6.237 2.952 4.044
C22 -5.393 3.599 3.093
F21 -5.397 4.932 3.334
F22 -6.004 3.439 1.887
C23 -3.981 3.003 3.043
F23 -3.375 3.036 4.255
F24 -3.183 3.703 2.191
H19 -5.352 6.015 6.384
H20 -7.528 3.249 5.549
H21 -7.011 4.740 4.835
H22 -4.010 1.964 2.709
F25 -6.250 -4.248 -3.436
C24 -5.345 -3.352 -2.987
F26 -5.741 -3.011 -1.730
C25 -5.253 -2.114 -3.874
F27 -6.414 -1.407 -3.865
F28 -4.308 -1.278 -3.338
C26 -4.842 -2.387 -5.329
O6 -5.906 -2.484 -6.282
C27 -6.539 -3.760 -6.362
F29 -5.788 -4.670 -5.696
F30 -6.482 -4.120 -7.673
C28 -8.000 -3.733 -5.895
F31 -8.117 -3.268 -4.627
F32 -8.540 -4.982 -5.902
H23 -4.375 -3.851 -2.901
H24 -4.267 -1.512 -5.658
H25 -4.137 -3.223 -5.417
H26 -8.603 -3.095 -6.544

Values from the calculation:
Highest occupied orbital energy, eV: -9.50
DFT total energy, eV: -214041.58618
SMILES: NC(N)(N)CC1=C(S)C(=O)C(Br)=CC1=O.FC(F)C(F)(F)COC(F)(F)C(F)F.FC(F)C(F)(F)COC(F)(F)C(F)F.FC(F)C(F)(F)COC(F)(F)C(F)F.FC(F)C(F)(F)COC(F)(F)C(F)F
Total charge: 0
Multiplicity: 1
F_max, eV Å⁻¹: 8.57

***

Record 3
ORCA calculation (wB97M-V/def2-TZVPD) on a molecular structure, C28H26BrFIIrN4O4S in a non-equilibrium geometry.

Cartesian coordinates (Å):
Ir1 -3.093 -1.290 2.213
O1 -3.330 0.956 2.404
N1 -3.175 1.591 1.285
C1 -2.621 2.816 1.301
C2 -2.476 3.546 0.147
C3 -2.943 3.028 -1.061
C4 -3.506 1.771 -1.066
C5 -3.591 1.030 0.114
S1 -4.215 -0.579 0.136
H1 -2.305 3.168 2.272
H2 -2.001 4.511 0.184
H3 -2.863 3.594 -1.974
H4 -3.883 1.323 -1.970
F1 1.241 2.306 -2.068
C6 1.580 1.127 -1.500
C7 0.699 0.603 -0.593
C8 0.939 -0.629 0.019
C9 -0.065 -1.196 0.922
O2 -1.095 -0.536 1.178
C10 0.280 -2.489 1.415
C11 1.491 -3.050 1.121
N2 2.424 -2.483 0.345
C12 3.713 -3.108 0.215
C13 4.895 -2.399 0.812
C14 4.372 -3.653 1.443
C15 2.144 -1.294 -0.282
C16 3.035 -0.732 -1.202
C17 2.780 0.472 -1.848
N3 3.722 0.990 -2.741
C18 4.268 0.140 -3.780
C19 5.755 0.486 -3.989
N4 5.996 1.878 -3.524
C20 4.888 2.767 -3.945
C21 3.621 2.379 -3.169
C22 -0.637 -3.344 2.313
O3 -0.121 -4.299 2.847
O4 -1.848 -2.992 2.378
H5 -0.206 1.138 -0.356
H6 1.719 -4.012 1.559
H7 3.837 -3.643 -0.719
H8 4.709 -1.467 1.328
H9 5.835 -2.433 0.282
H10 3.859 -3.560 2.389
H11 4.950 -4.560 1.350
H12 3.948 -1.264 -1.412
H13 3.714 0.285 -4.718
H14 4.167 -0.909 -3.504
H15 6.014 0.401 -5.045
H16 6.398 -0.183 -3.420
H17 6.892 2.219 -3.885
H18 6.028 1.884 -2.496
H19 4.738 2.652 -5.020
H20 5.145 3.806 -3.738
H21 2.747 2.567 -3.808
H22 3.529 2.992 -2.269
Br1 -6.950 -2.525 1.565
C23 -7.410 -1.129 2.758
C24 -8.573 -0.403 2.536
C25 -8.933 0.618 3.398
C26 -8.119 0.931 4.478
C27 -6.955 0.216 4.704
C28 -6.601 -0.815 3.846
I1 -4.802 -1.913 4.244
H23 -9.191 -0.648 1.686
H24 -9.850 1.162 3.222
H25 -8.388 1.731 5.151
H26 -6.323 0.455 5.546

Values from the calculation:
Relative energy (zero: lowest compared OMol25 entry of this formula, charge and spin), kJ/mol: 325.6
Highest occupied orbital energy (spin up / spin down), eV: -12.74 / -12.74
DFT total energy, eV: -138125.66771
Total charge: +2
Multiplicity: 1
F_max, eV Å⁻¹: 4.35

***

Record 4
ORCA calculation (wB97M-V/def2-TZVPD) on a molecular structure, C28H26Cl2NO2ReSSb.

Cartesian coordinates (Å):
Re1 -0.245 -0.467 0.712
S1 0.606 1.349 -0.295
C1 -0.897 1.292 -1.241
C2 -1.396 2.112 -2.218
C3 -2.674 1.805 -2.693
C4 -3.389 0.739 -2.167
C5 -2.814 -0.038 -1.175
N1 -1.579 0.239 -0.750
H1 -0.829 2.955 -2.588
H2 -3.111 2.415 -3.473
H3 -4.383 0.504 -2.517
H4 -3.317 -0.884 -0.725
C6 0.864 -4.659 -3.174
C7 0.947 -4.866 -1.685
C8 0.879 -6.181 -1.221
C9 0.992 -6.498 0.121
C10 1.198 -5.497 1.058
C11 1.266 -4.182 0.636
C12 1.120 -3.866 -0.721
Sb1 1.346 -1.806 -1.035
C13 3.319 -1.398 -0.522
C14 3.610 -0.579 0.566
C15 4.928 -0.389 0.948
C16 5.938 -1.032 0.249
C17 5.638 -1.858 -0.824
C18 4.324 -2.065 -1.233
C19 4.056 -2.985 -2.394
C20 0.685 -1.107 -2.886
C21 -0.596 -1.551 -3.235
C22 -1.178 -1.163 -4.427
C23 -0.475 -0.317 -5.275
C24 0.780 0.143 -4.919
C25 1.391 -0.228 -3.717
C26 2.754 0.335 -3.423
H5 1.293 -5.518 -3.686
H6 1.397 -3.779 -3.527
H7 -0.172 -4.570 -3.504
H8 0.753 -6.978 -1.944
H9 0.940 -7.533 0.433
H10 1.315 -5.736 2.106
H11 1.451 -3.404 1.368
H12 2.822 -0.097 1.131
H13 5.162 0.252 1.787
H14 6.971 -0.892 0.540
H15 6.439 -2.350 -1.361
H16 4.841 -2.893 -3.143
H17 3.118 -2.767 -2.915
H18 4.016 -4.028 -2.073
H19 -1.137 -2.236 -2.588
H20 -2.158 -1.530 -4.703
H21 -0.907 -0.015 -6.220
H22 1.311 0.809 -5.588
H23 2.829 1.355 -3.798
H24 3.531 -0.247 -3.924
H25 3.004 0.356 -2.365
Cl1 0.181 -0.621 5.204
C27 -0.927 -0.809 3.909
Cl2 -1.372 0.794 3.101
C28 -0.358 -1.506 2.688
O1 -1.195 -1.923 1.788
O2 0.852 -1.319 2.331
H26 -1.867 -1.245 4.234

Values from the calculation:
⟨S²⟩: 0.84
Highest occupied orbital energy (spin up / spin down), eV: -14.33 / -14.34
DFT total energy, eV: -79574.53443
Total charge: +2
Multiplicity: 2
F_max, eV Å⁻¹: 0.54

***

Record 5
ORCA calculation (wB97M-V/def2-TZVPD) on a molecular structure, C28H26ClN4O4SV.

Cartesian coordinates (Å):
V1 -0.584 0.452 -1.062
Cl1 6.523 1.110 -0.536
C1 4.859 0.857 -1.036
C2 4.547 -0.247 -1.819
C3 3.227 -0.435 -2.201
C4 2.207 0.446 -1.825
O1 0.972 0.211 -2.210
C5 2.545 1.577 -1.015
C6 1.568 2.526 -0.599
N1 0.267 2.351 -0.856
C7 -0.647 3.347 -0.806
C8 -0.470 4.642 -0.307
C9 -1.495 5.588 -0.400
C10 -2.697 5.308 -1.005
C11 -2.908 4.017 -1.549
C12 -4.074 3.645 -2.245
C13 -4.191 2.385 -2.771
C14 -3.154 1.468 -2.576
N2 -2.049 1.777 -1.923
C15 -1.900 3.036 -1.422
C16 3.893 1.752 -0.642
H1 5.322 -0.939 -2.118
H2 2.943 -1.283 -2.813
H3 1.917 3.435 -0.116
H4 0.463 4.917 0.164
H5 -1.326 6.574 0.016
H6 -3.479 6.053 -1.082
H7 -4.871 4.372 -2.361
H8 -5.074 2.078 -3.313
H9 -3.239 0.448 -2.922
H10 4.164 2.602 -0.029
O2 -1.064 0.202 2.809
C17 -1.545 -0.060 1.714
O3 -1.450 0.710 0.680
C18 -2.369 -1.318 1.551
C19 -2.819 -1.900 2.740
C20 -3.608 -3.032 2.754
C21 -3.955 -3.614 1.538
C22 -3.509 -3.063 0.356
C23 -2.705 -1.907 0.320
S1 -2.234 -1.387 -1.287
H11 -2.517 -1.418 3.660
H12 -3.948 -3.456 3.691
H13 -4.575 -4.504 1.511
H14 -3.773 -3.522 -0.589
C24 0.893 -3.642 -0.854
N3 1.631 -3.087 0.266
C25 2.989 -3.578 0.398
C26 1.296 -1.817 0.673
O4 0.514 -1.141 0.003
N4 1.854 -1.385 1.839
C27 2.078 -2.285 2.954
C28 1.762 0.021 2.202
H15 0.848 -4.728 -0.746
H16 1.380 -3.402 -1.806
H17 -0.114 -3.233 -0.879
H18 3.448 -3.657 -0.593
H19 3.013 -4.567 0.865
H20 3.591 -2.894 0.989
H21 1.767 -3.295 2.698
H22 1.481 -1.948 3.805
H23 3.130 -2.302 3.256
H24 1.664 0.623 1.306
H25 2.688 0.306 2.709
H26 0.901 0.210 2.843

Values from the calculation:
⟨S²⟩: 3.82
Relative energy (zero: lowest compared OMol25 entry of this formula, charge and spin), kJ/mol: 25.2
Highest occupied orbital energy (spin up / spin down), eV: -2.56 / -4.55
DFT total energy, eV: -92659.82903
Total charge: -1
Multiplicity: 4
F_max, eV Å⁻¹: 0.95

***

Record 6
ORCA calculation (wB97M-V/def2-TZVPD) on a molecular structure, C28H26HfN6O2SSe5 in a non-equilibrium geometry.

Cartesian coordinates (Å):
Hf1 -0.463 0.101 -0.305
O1 1.159 0.587 -1.435
C1 2.085 1.493 -1.604
C2 2.696 1.674 -2.855
C3 3.656 2.644 -3.016
C4 4.065 3.453 -1.947
C5 3.493 3.266 -0.713
C6 2.499 2.291 -0.522
C7 1.940 2.107 0.783
N1 0.989 1.303 1.125
C8 0.679 1.242 2.547
C9 0.526 -0.225 2.901
N2 -0.509 -0.767 2.039
C10 -1.396 -1.500 2.597
C11 -2.490 -2.171 1.941
C12 -3.398 -2.900 2.721
C13 -4.467 -3.548 2.144
C14 -4.628 -3.472 0.757
C15 -3.738 -2.784 -0.034
C16 -2.645 -2.109 0.540
O2 -1.791 -1.473 -0.216
H1 2.361 1.060 -3.680
H2 4.099 2.792 -3.993
H3 4.818 4.213 -2.095
H4 3.795 3.877 0.130
H5 2.407 2.703 1.573
H6 -0.267 1.766 2.728
H7 1.458 1.720 3.149
H8 0.286 -0.356 3.962
H9 1.461 -0.753 2.685
H10 -1.328 -1.669 3.678
H11 -3.248 -2.941 3.794
H12 -5.173 -4.094 2.752
H13 -5.466 -3.973 0.290
H14 -3.853 -2.741 -1.109
Se1 -2.346 1.638 0.746
Se2 -3.477 2.073 -1.277
Se3 -3.543 0.054 -2.422
Se4 -1.280 -0.353 -2.937
C17 0.715 -3.155 -3.213
N3 0.034 -3.696 -2.056
C18 0.311 -3.422 -0.770
Se5 1.487 -2.141 -0.131
N4 -0.456 -4.222 -0.006
C19 -1.279 -4.998 -0.800
C20 -2.269 -5.919 -0.501
C21 -2.934 -6.483 -1.574
C22 -2.626 -6.137 -2.894
C23 -1.634 -5.219 -3.190
C24 -0.960 -4.661 -2.114
H15 1.339 -2.327 -2.881
H16 -0.025 -2.784 -3.920
H17 1.331 -3.930 -3.670
H18 -0.487 -4.136 0.997
H19 -2.527 -6.162 0.520
H20 -3.720 -7.202 -1.389
H21 -3.184 -6.589 -3.701
H22 -1.406 -4.939 -4.208
S1 -0.263 3.589 -2.267
C25 -0.100 3.536 -3.908
N5 -0.627 2.452 -4.589
C26 -0.594 2.317 -5.919
C27 -0.013 3.291 -6.674
C28 0.566 4.357 -5.947
N6 0.545 4.483 -4.653
H23 -0.963 1.679 -3.997
H24 -1.037 1.415 -6.317
H25 0.026 3.237 -7.749
H26 1.091 5.140 -6.487

Values from the calculation:
Relative energy (zero: lowest compared OMol25 entry of this formula, charge and spin), kJ/mol: 29.2
Highest occupied orbital energy, eV: -6.84
DFT total energy, eV: -381374.15657
Total charge: 0
Multiplicity: 1
F_max, eV Å⁻¹: 1.32

***

Record 7
ORCA calculation (wB97M-V/def2-TZVPD) on a molecular structure, C28H26N5NiPS in a non-equilibrium geometry.

Cartesian coordinates (Å):
Ni1 0.317 -0.583 0.602
N1 2.999 -0.910 4.274
C1 2.185 -0.615 3.160
S1 0.651 -1.396 3.096
N2 2.685 0.222 2.310
N3 1.929 0.449 1.198
C2 2.290 1.493 0.465
C3 1.576 1.808 -0.699
C4 1.867 2.939 -1.514
C5 1.104 3.202 -2.616
C6 0.033 2.335 -2.940
C7 -0.189 1.252 -2.104
N4 0.526 0.971 -1.028
H1 2.431 -1.211 5.050
H2 3.620 -0.147 4.508
H3 3.118 2.119 0.793
H4 2.690 3.586 -1.231
H5 1.311 4.072 -3.232
H6 -0.605 2.510 -3.797
H7 -1.001 0.560 -2.324
C8 2.963 -2.524 -0.196
P1 1.168 -2.286 -0.538
C9 1.136 -2.287 -2.358
C10 -0.078 -2.565 -3.003
C11 -0.219 -2.406 -4.368
C12 0.847 -1.946 -5.136
C13 2.051 -1.653 -4.511
C14 2.194 -1.820 -3.142
C15 0.584 -4.001 -0.223
C16 0.959 -5.085 -1.023
C17 0.527 -6.367 -0.722
C18 -0.284 -6.590 0.383
C19 -0.672 -5.517 1.176
C20 -0.247 -4.231 0.870
H8 3.397 -3.338 -0.784
H9 3.053 -2.738 0.870
H10 3.485 -1.585 -0.387
H11 -0.914 -2.909 -2.403
H12 -1.167 -2.625 -4.846
H13 0.734 -1.802 -6.204
H14 2.883 -1.282 -5.098
H15 3.137 -1.571 -2.671
H16 1.588 -4.912 -1.889
H17 0.825 -7.201 -1.350
H18 -0.618 -7.594 0.619
H19 -1.310 -5.684 2.035
H20 -0.551 -3.384 1.471
C21 -2.013 1.494 1.264
C22 -1.825 2.816 1.681
C23 -1.113 3.131 2.864
C24 -0.915 4.442 3.251
C25 -1.426 5.500 2.502
C26 -2.147 5.213 1.346
C27 -2.352 3.906 0.945
H21 -0.702 2.312 3.441
H22 -0.343 4.656 4.148
H23 -1.248 6.526 2.807
H24 -2.547 6.028 0.750
H25 -2.906 3.688 0.041
N5 -1.661 -0.897 0.496
C28 -1.758 0.351 0.857
H26 -2.080 -1.089 -0.406

Values from the calculation:
⟨S²⟩: 2.05
Relative energy (zero: lowest compared OMol25 entry of this formula, charge and spin), kJ/mol: 80.7
Highest occupied orbital energy (spin up / spin down), eV: 1.10 / 0.31
DFT total energy, eV: -98074.37349
Total charge: -2
Multiplicity: 3
F_max, eV Å⁻¹: 1.27